(1)
A 4-piece molecular cluster, C13H31N3O5 overall, computed with the ωB97M-V functional and the def2-TZVPD basis.

```
52
Properties=species:S:1:pos:R:3:lowdin_charge:R:1
O 1.399 -3.523 -0.602 0.064
O 0.418 3.319 3.238 -0.166
O 2.365 -0.191 2.417 0.007
O -2.011 2.139 0.781 -0.197
O -4.936 -1.706 -2.435 0.039
N 2.610 -2.894 -2.473 -0.003
N 1.785 0.022 0.233 0.029
N -3.343 -1.038 -1.046 0.026
C 2.565 0.201 1.241 -0.615
C 1.806 3.549 3.360 -0.091
C 3.748 -3.099 -0.410 0.002
C -1.454 2.638 2.046 -0.145
C -2.534 -2.292 -0.977 -0.046
C -4.408 -0.796 -1.833 -0.560
C 2.426 -3.236 -1.160 -0.563
C 0.469 -0.565 0.385 -0.045
C 0.045 2.489 2.173 -0.248
C 1.388 -2.859 -3.252 -0.076
C -3.317 2.594 0.520 -0.145
C 3.849 0.861 0.819 -0.004
C -4.965 0.640 -1.955 -0.007
H -1.671 -2.244 -1.640 0.060
H -0.375 0.089 0.607 0.070
H -2.045 -2.482 -0.022 0.076
H 0.556 -1.315 1.171 0.100
H -3.567 3.650 0.424 0.088
H -5.300 1.029 -0.994 0.067
H -1.780 2.005 2.872 0.137
H -5.895 0.695 -2.521 0.079
H -3.591 2.327 -0.501 0.049
H 3.969 1.840 1.281 0.076
H 3.788 -2.318 0.349 0.072
H 1.188 -3.889 -3.546 0.091
H -4.104 2.157 1.135 0.091
H 4.560 0.212 1.331 0.088
H 0.348 -1.200 -0.493 0.056
H 1.519 -2.257 -4.151 0.082
H -1.606 3.714 1.965 0.132
H 4.083 0.990 -0.238 0.079
H 0.454 2.811 1.216 0.127
H 3.507 -2.970 -2.931 0.133
H 0.584 -2.389 -2.686 0.064
H -4.165 1.147 -2.495 0.082
H 2.180 2.619 3.788 0.091
H -2.800 -0.249 -0.722 0.110
H 4.028 -4.066 0.006 0.083
H 2.323 3.668 2.408 0.075
H 2.017 4.457 3.925 0.090
H 0.298 1.430 2.223 0.101
H 2.102 0.404 -0.647 0.143
H 4.618 -2.929 -1.045 0.066
H -3.129 -3.190 -1.142 0.085
```

Results
**ΔE to the lowest compared entry with this formula, charge and spin**: 0.0 kJ/mol
**Kohn-Sham gap**: 0.3569 hartree
**Maximum force**: 3.64 eV/Å
**SMILES**: CNC(C)=O.CNC(C)=O.CNC(C)=O.COCCOC
**E_HOMO**: -9.33 eV
**LUMO**: 0.3836 eV

=====

(2)
An isolated ion of composition C4H14NSi and charge +1, computed with the ωB97M-V functional and the def2-TZVPD basis.

```
20
Properties=species:S:1:pos:R:3:lowdin_charge:R:1
Si -1.900 0.312 -1.353 0.729
N 0.950 1.125 -1.060 0.197
C 1.170 -1.417 1.164 -0.081
C -0.147 0.569 1.615 -0.041
C -0.055 -0.808 0.597 -0.351
C -0.156 -0.056 -0.713 -0.443
H 1.619 1.117 -0.316 0.128
H 0.862 0.821 2.002 0.088
H 1.401 0.787 -1.959 0.180
H 1.129 -2.460 1.078 0.072
H -0.701 1.334 1.270 -0.001
H -0.935 -1.390 0.677 0.113
H -2.029 -0.801 -2.397 -0.016
H -1.562 1.263 -2.437 -0.048
H -0.847 0.261 2.425 0.100
H 0.491 1.980 -1.360 0.130
H -2.527 0.490 -0.026 -0.021
H -0.165 -0.663 -1.781 0.096
H 1.886 -1.202 0.411 0.075
H 1.517 -1.260 2.165 0.092
```

Results
**ΔE to the lowest compared entry with this formula, charge and spin**: 412.2 kJ/mol
**Kohn-Sham gap**: 0.3790 hartree
**Maximum force**: 6.02 eV/Å
**Total charge**: +1
**SMILES**: CC(C)[C@H]([NH3+])[SiH3]
**E_HOMO**: -13.91 eV
**LUMO**: -3.5951 eV

=====

(3)
An isolated molecule of C4H10O2Si, computed with the ωB97M-V functional and the def2-TZVPD basis.

```
17
Properties=species:S:1:pos:R:3:lowdin_charge:R:1
Si -2.488 -0.574 -0.410 0.657
O 0.349 -0.509 -0.280 -0.107
O 1.605 -1.721 1.059 0.190
C 2.740 -0.157 -0.280 0.027
C 1.542 -0.896 0.264 -0.585
C -0.031 0.828 0.130 -0.242
C -1.526 0.830 0.445 -0.330
H -1.975 -1.873 0.054 -0.066
H 2.516 0.120 -1.290 0.083
H 3.584 -0.815 -0.222 0.085
H 0.503 1.105 1.019 0.117
H 0.199 1.490 -0.692 0.118
H -1.620 0.633 1.503 0.064
H -2.394 -0.479 -1.881 -0.076
H -1.961 1.799 0.249 0.064
H 2.865 0.725 0.326 0.086
H -3.908 -0.504 0.007 -0.086
```

Results
**ΔE to the lowest compared entry with this formula, charge and spin**: 287.1 kJ/mol
**Kohn-Sham gap**: 0.4165 hartree
**Maximum force**: 4.80 eV/Å
**SMILES**: CC(=O)OCC[SiH3]
**E_HOMO**: -10.49 eV
**LUMO**: 0.8400 eV